Record 1
{
  "formula": "C4H10N2S",
  "method": "ωB97M-V/def2-TZVPD",
  "species": ["N", "C", "C", "S", "C", "N", "C", "H", "H", "H", "H", "H", "H", "H", "H", "H", "H"],
  "positions_angstrom": [[1.18706, -1.21831, -0.10631], [0.10421, -0.31455, -0.00625], [-1.12192, -0.58690, -0.74464], [-2.33845, 0.70704, -0.29763], [0.84512, 0.89039, -0.45735], [1.17324, 1.31606, 0.92903], [0.04740, 0.42713, 1.50544], [0.91444, -2.05670, 0.34088], [1.69212, -1.22697, -1.00728], [-1.74493, -1.60914, -0.46572], [-0.96914, -0.63851, -1.85031], [-3.17499, -0.07176, -0.99877], [0.16955, 1.72085, -0.89596], [1.76933, 0.70668, -1.04912], [2.10870, 1.17027, 1.29359], [-0.93897, 0.98568, 1.35848], [0.27721, -0.20126, 2.45194]],
  "forces_ev_per_a": [[0.38, -1.20, 0.43], [1.77, 0.85, 1.30], [-3.00, -2.79, -0.04], [-0.75, -0.62, -1.17], [0.19, 3.97, 0.18], [-1.50, 0.15, 1.06], [1.01, -0.57, -2.74], [0.51, -1.59, -0.25], [-0.83, -0.57, 0.94], [2.12, 2.21, -0.48], [0.06, 0.25, 0.82], [-0.73, 0.69, 0.09], [1.20, -1.24, 0.24], [-0.93, 0.26, -0.09], [-0.36, -0.50, -0.35], [1.58, -0.56, 1.70], [-0.73, 1.25, -1.65]],
  "orbital_gap_ev": 9.0,
  "homo_energy_ev": -8.238,
  "relative_energy_kj_mol": 300.7,
  "lumo_ha": 0.0276,
  "smiles": "NC1(CS)CNC1",
  "spin_multiplicity": 1
}

Record 2
{
  "formula": "C4H10N2S2",
  "method": "ωB97M-V/def2-TZVPD",
  "species": ["C", "C", "C", "C", "N", "N", "S", "S", "H", "H", "H", "H", "H", "H", "H", "H", "H", "H"],
  "positions_angstrom": [[2.02256, -0.04049, -0.24721], [-0.15730, 1.42549, -1.46603], [-0.92208, -1.70022, 0.26804], [-1.22821, 0.67253, 1.03977], [-0.20311, 0.01132, -1.17150], [-0.88261, -0.29158, -0.08455], [2.30198, 1.24328, 0.58328], [2.38224, -1.67756, 0.06796], [0.07849, 1.59217, -2.60700], [-0.97785, 2.02934, -1.09648], [0.73471, 1.89377, -0.95582], [0.05649, -2.17040, 0.54626], [-1.62448, -2.03787, 0.98488], [-1.08735, -2.23450, -0.59415], [-1.37825, 0.04876, 1.99992], [-0.52002, 1.39654, 1.25056], [-2.11601, 1.17612, 0.60332], [3.52081, -1.33669, 0.87875]],
  "forces_ev_per_a": [[-1.44, -1.59, -0.64], [1.82, 0.59, -1.56], [2.09, -0.05, 0.14], [-1.92, -2.62, -0.82], [0.40, 0.27, 0.27], [0.02, 0.17, 1.98], [0.81, 1.46, 0.67], [2.22, 0.93, 0.54], [-0.85, -0.48, 2.20], [-0.55, -0.17, -0.33], [-0.62, -0.28, -0.27], [-0.47, 1.03, 0.39], [-0.95, 0.52, 0.79], [-0.88, -1.10, -2.29], [-0.21, 1.13, -1.74], [1.78, 1.24, 0.11], [0.07, -0.17, 1.22], [-1.33, -0.88, -0.66]],
  "orbital_gap_ev": [7.4, 6.7],
  "homo_energy_ev": [-7.130, -6.860],
  "relative_energy_kj_mol": 529.4,
  "lumo_ha": [0.0085, -0.0045],
  "spin_multiplicity": 1
}

Record 3
{
  "formula": "C4H10N3",
  "method": "ωB97M-V/def2-TZVPD",
  "species": ["C", "C", "C", "C", "N", "N", "N", "H", "H", "H", "H", "H", "H", "H", "H", "H", "H"],
  "positions_angstrom": [[-1.72069, 1.00778, -0.13593], [1.90018, 0.85811, 0.36358], [-0.30215, 1.52850, -0.41080], [-0.08214, -1.25590, -0.55243], [-2.63723, 0.40767, 0.17544], [0.49435, 0.71404, 0.39815], [-1.03618, -1.80108, 0.43807], [2.35625, -0.02776, 0.77549], [2.27893, 1.04485, -0.68822], [2.24104, 1.64588, 1.11856], [-0.19184, 1.51823, -1.52971], [-0.21992, 2.54633, -0.12209], [0.92537, -1.69862, -0.29597], [-0.43034, -0.77835, -1.41432], [-0.67398, -1.27223, 1.24517], [-2.00269, -1.52106, 0.13792], [-0.89895, -2.91642, 0.49708]],
  "forces_ev_per_a": [[2.09, 1.40, -0.41], [1.24, 1.03, -0.69], [-2.44, -0.47, -1.35], [2.94, 0.33, 3.05], [-1.08, -0.48, 0.06], [-0.73, -3.04, 0.48], [0.62, -2.04, -1.49], [0.18, -0.45, -0.06], [0.00, 0.06, 1.25], [-0.60, -0.49, -1.21], [0.37, -0.12, 0.76], [0.02, 1.19, 0.41], [-1.22, 0.67, -1.35], [-0.36, -0.10, -1.30], [-0.98, -0.49, 0.64], [0.57, -0.18, 0.99], [-0.61, 3.18, 0.22]],
  "orbital_gap_ev": [9.1, 8.7],
  "homo_energy_ev": [-13.912, -13.573],
  "total_charge": 1,
  "relative_energy_kj_mol": 529.5,
  "lumo_ha": [-0.1756, -0.1794],
  "spin_multiplicity": 1
}

Record 4
{
  "formula": "C4H10N3",
  "method": "ωB97M-V/def2-TZVPD",
  "species": ["C", "C", "N", "C", "N", "C", "N", "H", "H", "H", "H", "H", "H", "H", "H", "H", "H"],
  "positions_angstrom": [[2.90368, 0.10713, 0.69391], [2.11788, 0.02246, -0.55871], [0.92016, -0.27705, -0.72430], [-0.23451, -0.83576, -0.37844], [-1.32081, -0.11649, -0.10370], [-2.70317, -0.53085, 0.03748], [-1.11689, 1.30543, 0.10409], [3.96954, -0.07533, 0.60285], [2.63438, -0.72454, 1.46708], [2.65776, 1.14080, 1.05561], [2.55204, 0.38859, -1.42188], [-0.33665, -1.86456, -0.75824], [-2.88450, -1.48393, -0.51304], [-3.04467, -0.82537, 1.15964], [-3.48100, 0.19273, -0.23431], [-0.66075, 1.69059, -0.71378], [-1.97249, 1.88615, 0.28573]],
  "forces_ev_per_a": [[-0.83, -1.52, 2.03], [-0.04, -0.29, 1.44], [-2.04, -0.79, 0.49], [-0.22, 0.84, -1.27], [0.11, 2.12, 0.28], [-1.74, -2.93, 2.37], [-0.02, -0.14, 0.33], [0.11, 0.62, -0.62], [-0.21, 1.78, -1.21], [0.53, -0.91, 0.16], [1.27, 0.78, -1.83], [-0.32, 0.28, 0.86], [0.24, 0.83, 0.17], [1.39, 0.83, -2.27], [0.90, 0.17, -0.49], [0.08, -0.09, -0.21], [0.79, -1.60, -0.23]],
  "orbital_gap_ev": 10.0,
  "homo_energy_ev": -13.518,
  "total_charge": 1,
  "relative_energy_kj_mol": 310.3,
  "lumo_ha": -0.1295,
  "smiles": "C/C=N\\C=[N+](\\C)N",
  "spin_multiplicity": 1
}

Record 5
{
  "formula": "C4H10N3",
  "method": "ωB97M-V/def2-TZVPD",
  "species": ["C", "C", "C", "C", "N", "N", "N", "H", "H", "H", "H", "H", "H", "H", "H", "H", "H"],
  "positions_angstrom": [[-0.66005, 1.25194, 0.47854], [-0.39513, -0.12734, 0.06542], [-0.67357, -0.21264, -1.40200], [-0.95941, -1.23557, 0.91103], [1.08670, -0.34658, 0.11817], [2.12572, 0.15613, 0.08388], [3.18454, 0.39377, -0.33210], [-1.75161, 1.61295, 0.63794], [-0.32449, 1.42927, 1.53143], [-0.05832, 2.10583, -0.02605], [-1.36968, -1.08814, -1.68974], [0.26251, -0.34745, -2.02490], [-1.17500, 0.64978, -1.86395], [-0.81246, -2.08664, 0.16196], [-0.44019, -1.66881, 1.85427], [-2.01468, -1.22532, 1.23833], [3.97513, 0.73883, 0.25776]],
  "forces_ev_per_a": [[-0.17, 4.71, 3.10], [-0.27, 1.11, 0.28], [-0.93, -2.03, -3.48], [0.30, -3.82, 0.24], [1.84, -0.10, 0.95], [-3.14, -1.33, -0.23], [2.99, 1.23, -0.25], [1.59, -1.14, -1.12], [-0.03, -0.52, -0.42], [-1.22, -1.68, 0.03], [1.26, 1.12, 0.67], [-0.99, -0.01, 0.69], [0.25, 0.05, 0.72], [-0.73, 0.46, 1.35], [-0.19, 1.63, -1.53], [0.39, 0.65, -0.81], [-0.95, -0.32, -0.20]],
  "orbital_gap_ev": 10.8,
  "homo_energy_ev": -16.102,
  "total_charge": 1,
  "relative_energy_kj_mol": 533.4,
  "lumo_ha": -0.1942,
  "smiles": "CC(C)(C)N=[N+]=N",
  "spin_multiplicity": 1
}

Record 6
{
  "formula": "C4H10N3",
  "method": "ωB97M-V/def2-TZVPD",
  "species": ["N", "C", "N", "C", "C", "C", "N", "H", "H", "H", "H", "H", "H", "H", "H", "H", "H"],
  "positions_angstrom": [[-1.13409, 0.98111, -2.06039], [-0.95341, 0.21943, -0.78553], [-0.63462, 1.17311, 0.24115], [0.03233, -1.00766, -0.90393], [0.92585, -1.27315, 0.13658], [0.72989, -0.66075, 1.38759], [1.77478, -0.35396, 2.18248], [-0.64797, 0.49021, -2.74046], [-2.14412, 1.19406, -2.32085], [-1.99706, -0.19916, -0.58432], [-0.45623, 2.12311, -0.27294], [-1.43226, 1.36432, 0.96693], [-0.01329, -1.47070, -1.84129], [1.83500, -1.82139, -0.11995], [-0.20908, -0.61299, 1.80947], [2.72555, -0.34262, 1.83218], [1.59872, 0.19704, 3.07327]],
  "forces_ev_per_a": [[-1.36, 0.22, 1.78], [-2.58, -0.67, -0.92], [-0.76, 2.60, 1.49], [0.22, 2.54, 3.34], [-1.53, 0.10, -3.67], [4.12, 0.79, 1.16], [-2.19, 0.87, 0.47], [0.62, -0.61, -2.17], [1.99, -0.77, 0.48], [1.30, -0.05, 0.18], [-0.28, -2.28, 1.36], [1.86, -0.59, -2.06], [0.48, -0.94, -1.14], [-0.33, -0.16, 0.45], [-1.75, 0.34, 0.87], [-0.17, -0.09, -0.04], [0.35, -1.27, -1.57]],
  "orbital_gap_ev": 8.1,
  "homo_energy_ev": -13.259,
  "total_charge": 1,
  "relative_energy_kj_mol": 241.5,
  "lumo_ha": -0.1881,
  "smiles": "NC(N)/C=C\\C=[NH2+]",
  "spin_multiplicity": 1
}

Record 7
{
  "formula": "C4H10N3",
  "method": "ωB97M-V/def2-TZVPD",
  "species": ["C", "C", "C", "C", "N", "N", "N", "H", "H", "H", "H", "H", "H", "H", "H", "H", "H"],
  "positions_angstrom": [[0.25753, -0.71430, 0.21072], [-2.05832, -0.44126, -0.12918], [1.38027, -1.66840, 0.00060], [1.55628, 1.37201, 0.06492], [-0.88203, -1.22213, 0.13489], [0.41928, 0.60042, 0.32619], [-1.82465, 1.00271, 0.08228], [-2.23410, -0.50683, -1.23531], [-2.75127, -0.81935, 0.64592], [1.70462, -1.34009, -0.94182], [1.08390, -2.69845, -0.16235], [2.03979, -1.67635, 0.92519], [2.18593, 1.13370, -0.78942], [0.99306, 2.23177, -0.47100], [2.15170, 1.79444, 0.95627], [-2.14207, 1.61445, -0.63510], [-1.87993, 1.33765, 1.01719]],
  "forces_ev_per_a": [[1.21, 0.81, -0.12], [1.25, 1.42, -0.11], [0.71, -0.47, 2.20], [-0.42, 3.03, -1.20], [-3.47, -1.87, -0.24], [0.04, -0.45, 1.23], [0.65, -1.81, 0.02], [-0.72, -0.66, 1.19], [-0.46, 0.16, -1.03], [1.89, 0.41, -1.05], [-0.66, 0.12, 0.24], [-0.10, 0.36, -1.67], [0.43, -1.10, 0.32], [1.08, -0.24, 1.22], [-1.26, -0.75, -1.16], [-0.14, 0.65, -0.43], [-0.03, 0.42, 0.61]],
  "orbital_gap_ev": [7.5, 7.7],
  "homo_energy_ev": [-14.348, -14.597],
  "total_charge": 1,
  "relative_energy_kj_mol": 526.2,
  "lumo_ha": [-0.2518, -0.2522],
  "spin_multiplicity": 1
}

Record 8
{
  "formula": "C4H10N3",
  "method": "ωB97M-V/def2-TZVPD",
  "species": ["C", "C", "C", "C", "N", "N", "N", "H", "H", "H", "H", "H", "H", "H", "H", "H", "H"],
  "positions_angstrom": [[0.57740, -1.67126, 0.11167], [-2.05095, -0.12876, 0.00548], [-0.47286, 1.92061, -0.09570], [-0.66081, 0.46215, -0.05679], [3.09675, 0.05337, -0.11937], [0.34987, -0.27781, 0.11507], [2.17812, 0.69886, 0.03630], [0.04007, -2.18506, -0.64179], [1.61885, -1.79632, 0.15132], [0.29998, -2.14587, 1.15272], [-2.04114, -1.15159, 0.47843], [-2.60429, -0.28904, -0.94906], [-2.77124, 0.52377, 0.58987], [0.22593, 2.25516, 0.71957], [0.28065, 2.14924, -0.93904], [-1.47643, 2.41322, -0.16882], [3.41011, -0.83067, -0.38986]],
  "forces_ev_per_a": [[-1.98, -0.36, 3.58], [-1.48, -0.72, 0.51], [1.49, 1.25, -0.97], [-0.94, -1.02, 0.87], [-1.38, 2.62, 0.28], [1.75, 0.58, -0.65], [0.12, -0.13, 0.30], [-0.08, -0.65, -0.94], [1.64, -0.68, -0.72], [0.09, 0.89, -1.82], [0.10, 1.11, -0.32], [0.87, 0.38, 0.21], [1.12, -0.60, -0.46], [-1.44, -0.19, -0.13], [-1.82, -0.07, 0.58], [1.42, 0.05, 0.07], [0.52, -2.42, -0.39]],
  "orbital_gap_ev": [9.0, 9.0],
  "homo_energy_ev": [-14.122, -14.123],
  "total_charge": 1,
  "relative_energy_kj_mol": 423.7,
  "lumo_ha": [-0.1884, -0.1884],
  "spin_multiplicity": 1
}

Record 9
{
  "formula": "C4H10N3",
  "method": "ωB97M-V/def2-TZVPD",
  "species": ["H", "N", "N", "C", "N", "C", "C", "C", "H", "H", "H", "H", "H", "H", "H", "H", "H"],
  "positions_angstrom": [[-0.81621, -0.43097, 3.39587], [-0.81403, 0.33295, 2.72223], [-0.49044, 0.19268, 1.57987], [-0.50473, 0.31244, 0.35719], [-2.24333, 0.45008, -0.05441], [0.51182, 0.32369, -0.71311], [0.23012, -1.01995, -1.39649], [1.87834, 0.53596, -0.03221], [-2.55510, -0.50993, -0.48588], [-2.73680, 0.64731, 0.75572], [0.38211, 1.26624, -1.34472], [-0.32861, -0.98529, -2.43357], [-0.47508, -1.57359, -0.72153], [1.22238, -1.44998, -1.61966], [2.17618, -0.06341, 0.80844], [1.92336, 1.61536, 0.13063], [2.64001, 0.35643, -0.94839]],
  "forces_ev_per_a": [[0.17, -0.96, -0.52], [0.51, 1.77, 0.09], [-0.42, -0.82, 1.67], [-5.38, 1.19, -1.70], [4.69, -2.80, -3.09], [-0.29, 1.31, 0.55], [-0.89, -0.30, -2.13], [1.62, 0.38, -3.96], [0.85, 2.30, 1.26], [-0.99, 0.20, 2.26], [-0.33, -1.48, 0.62], [1.07, 0.42, 2.08], [1.27, -0.42, -0.81], [-0.74, -0.52, 0.42], [-0.14, -0.33, 0.30], [0.37, -0.25, 0.58], [-1.35, 0.30, 2.36]],
  "orbital_gap_ev": 8.9,
  "homo_energy_ev": -15.273,
  "total_charge": 1,
  "relative_energy_kj_mol": 575.6,
  "lumo_ha": -0.2350,
  "smiles": "[H]/N=N/C(=[NH2+])C(C)C",
  "spin_multiplicity": 1
}

Record 10
{
  "formula": "C4H10N3S",
  "method": "ωB97M-V/def2-TZVPD",
  "species": ["C", "S", "N", "C", "C", "N", "C", "N", "H", "H", "H", "H", "H", "H", "H", "H", "H", "H"],
  "positions_angstrom": [[-2.76415, -0.38578, 0.97441], [-1.93145, 0.09341, -0.50244], [-0.27696, -0.13551, -0.17555], [0.57651, -1.29589, -0.64544], [1.94483, -0.98182, -0.04518], [2.00040, 0.47748, -0.24329], [0.73999, 0.96549, -0.28972], [0.22113, 2.19476, -0.26899], [-2.35814, -1.38128, 1.15194], [-3.83424, -0.17012, 0.67738], [-2.28950, 0.15979, 1.80974], [0.53711, -1.43157, -1.81018], [0.09279, -2.13807, -0.18026], [1.86897, -0.98393, 1.05254], [2.80275, -1.39862, -0.58618], [2.86559, 0.99664, -0.21720], [-0.76900, 2.30634, -0.51172], [0.57338, 3.10867, -0.18984]],
  "forces_ev_per_a": [[1.30, 0.28, 0.62], [0.75, 0.66, -1.96], [4.50, 1.84, -0.88], [-1.49, -0.53, -1.18], [-0.63, 1.15, -0.10], [-2.47, 1.29, -0.89], [-2.21, -0.68, 1.25], [-0.84, -0.99, -0.66], [-1.40, -0.55, 0.00], [1.09, -0.72, 1.04], [-1.15, 0.39, -0.21], [0.29, 0.43, 2.14], [0.30, -0.72, -0.09], [0.57, -1.45, -0.28], [-0.35, -0.42, 0.74], [-0.32, 0.29, -0.02], [0.22, -0.95, 0.27], [1.82, 0.68, 0.19]],
  "orbital_gap_ev": 10.2,
  "homo_energy_ev": -13.022,
  "total_charge": 1,
  "relative_energy_kj_mol": 89.2,
  "lumo_ha": -0.1048,
  "smiles": "CSN1CCNC1=[NH2+]",
  "spin_multiplicity": 1
}